Below is a 7-piece molecular cluster, C55H85BrClNO21P overall in a non-equilibrium geometry, with properties calculated with ωB97M-V/def2-TZVPD.

Bonds (Å) are listed after each position.
Geometry (Å):
1 C 12.581 2.345 1.995  C2 1.600, H39 1.125, H40 1.123, H41 1.125
2 C 11.734 0.988 2.000  C1 1.600, C3 1.593, H42 1.124, H43 1.120
3 C 11.266 0.556 0.540  C2 1.593, C4 1.601, H44 1.123, H45 1.120
4 C 11.286 -1.032 0.343  C3 1.601, C5 1.586, H46 1.124, H47 1.122
5 C 9.899 -1.623 -0.150  C4 1.586, C6 1.580, H48 1.126, H49 1.123
6 C 9.320 -2.722 0.828  C5 1.580, C7 1.579, H50 1.124, H51 1.132
7 C 8.291 -3.701 0.138  C6 1.579, C8 1.580, H52 1.127, H53 1.128
8 C 6.875 -3.061 -0.147  C7 1.580, C9 1.593, H54 1.130, H55 1.119
9 C 5.735 -3.561 0.847  C8 1.593, C10 1.589, H56 1.127, H57 1.121
10 C 4.384 -3.931 0.097  C9 1.589, C11 1.590, H58 1.124, H59 1.124
11 C 3.101 -3.496 0.928  C10 1.590, C12 1.596, H60 1.125, H61 1.128
12 C 1.774 -3.612 0.048  C11 1.596, C13 1.578, H62 1.120, H63 1.128
13 C 0.546 -3.953 0.978  C12 1.578, C14 1.582, H64 1.116, H65 1.129
14 C -0.792 -3.189 0.619  C13 1.582, C15 1.566, H66 1.128, H67 1.116
15 C -0.518 -1.647 0.599  C14 1.566, N16 1.375, C34 1.473
16 N -0.419 -1.105 -0.661  C15 1.375, C17 1.383, H68 1.028
17 C -0.165 0.236 -0.882  N16 1.383, P18 1.875, C22 1.443
18 P -0.062 0.726 -2.689  C17 1.875, O19 1.505, O20 1.645, O21 1.643
19 O -1.017 -0.208 -3.384  P18 1.505
20 O -0.578 2.261 -2.978  P18 1.645, H69 0.982
21 O 1.429 0.410 -3.303  P18 1.643, H70 0.978
22 C 0.029 1.127 0.236  C17 1.443, C23 1.527, C29 1.502
23 C 0.323 2.599 -0.043  C22 1.527, C24 1.480, C28 1.463
24 C -0.471 3.722 0.507  C23 1.480, C25 1.449, H71 1.121
25 C -0.118 5.102 0.242  C24 1.449, C26 1.477, H72 1.118
26 C 1.050 5.401 -0.612  C25 1.477, C27 1.453, H73 1.117
27 C 1.834 4.325 -1.194  C26 1.453, C28 1.462, H74 1.115
28 C 1.459 2.943 -0.898  C23 1.463, C27 1.462, H75 1.122
29 C -0.058 0.600 1.640  C22 1.502, C30 1.567, C34 1.480
30 C 0.177 1.535 2.875  C29 1.567, C31 1.602, H76 1.114, H77 1.125
31 C 1.729 1.573 3.270  C30 1.602, C32 1.568, Br33 1.995, H78 1.123
32 C 2.705 1.522 2.044  C31 1.568, H79 1.125, H80 1.118, H81 1.130
33 Br 2.087 3.235 4.314  C31 1.995
34 C -0.368 -0.837 1.819  C15 1.473, C29 1.480, C35 1.563
35 C -0.526 -1.474 3.238  C34 1.563, C36 1.577, H82 1.125, H83 1.124
36 C -1.982 -1.383 3.839  C35 1.577, C37 1.581, Cl38 1.836, H84 1.126
37 C -2.969 -2.487 3.285  C36 1.581, H85 1.124, H86 1.131, H87 1.118
38 Cl -2.808 0.223 3.513  C36 1.836
39 H 12.155 3.074 2.739  C1 1.125
40 H 12.565 2.834 0.984  C1 1.123
41 H 13.631 2.125 2.332  C1 1.125
42 H 12.431 0.196 2.388  C2 1.124
43 H 10.852 1.085 2.683  C2 1.120
44 H 11.964 1.072 -0.172  C3 1.123
45 H 10.243 0.982 0.374  C3 1.120
46 H 11.633 -1.466 1.320  C4 1.124
47 H 12.101 -1.230 -0.403  C4 1.122
48 H 10.077 -2.029 -1.184  C5 1.126
49 H 9.160 -0.779 -0.198  C5 1.123
50 H 8.938 -2.264 1.780  C6 1.124
51 H 10.197 -3.366 1.139  C6 1.132
52 H 8.723 -3.979 -0.866  C7 1.127
53 H 8.222 -4.673 0.706  C7 1.128
54 H 6.559 -3.404 -1.175  C8 1.130
55 H 6.955 -1.946 -0.192  C8 1.119
56 H 6.104 -4.458 1.420  C9 1.127
57 H 5.500 -2.746 1.580  C9 1.121
58 H 4.340 -5.046 -0.029  C10 1.124
59 H 4.337 -3.470 -0.928  C10 1.124
60 H 2.999 -4.086 1.880  C11 1.125
61 H 3.303 -2.430 1.236  C11 1.128
62 H 1.685 -2.648 -0.516  C12 1.120
63 H 1.925 -4.421 -0.724  C12 1.128
64 H 0.789 -3.823 2.059  C13 1.116
65 H 0.326 -5.050 0.831  C13 1.129
66 H -1.213 -3.513 -0.376  C14 1.128
67 H -1.552 -3.480 1.383  C14 1.116
68 H -0.521 -1.719 -1.480  N16 1.028
69 H -1.436 2.335 -2.505  O20 0.982
70 H 1.361 0.133 -4.238  O21 0.978
71 H -1.338 3.465 1.169  C24 1.121
72 H -0.678 5.974 0.661  C25 1.118
73 H 1.351 6.457 -0.816  C26 1.117
74 H 2.706 4.519 -1.862  C27 1.115
75 H 2.045 2.084 -1.321  C28 1.122
76 H -0.244 2.556 2.731  C30 1.114
77 H -0.338 1.116 3.783  C30 1.125
78 H 1.964 0.735 3.979  C31 1.123
79 H 2.658 2.478 1.453  C32 1.125
80 H 2.614 0.605 1.411  C32 1.118
81 H 3.751 1.501 2.470  C32 1.130
82 H -0.261 -2.566 3.186  C35 1.125
83 H 0.222 -0.964 3.904  C35 1.124
84 H -1.907 -1.574 4.946  C36 1.126
85 H -4.013 -2.335 3.676  C37 1.124
86 H -3.050 -2.290 2.174  C37 1.131
87 H -2.591 -3.530 3.418  C37 1.118
88 C -4.058 -0.513 -3.208  C89 1.512, H95 1.092, H96 1.089, H97 1.093
89 C -5.109 0.061 -4.131  C88 1.512, C90 1.503, O94 1.432, H98 1.095
90 C -4.848 1.477 -4.562  C89 1.503, O91 1.427, H99 1.089, H100 1.094
91 O -6.165 1.951 -4.844  C90 1.427, C92 1.364
92 C -7.014 1.238 -4.050  O91 1.364, O93 1.189, O94 1.362
93 O -8.164 1.499 -3.892  C92 1.189
94 O -6.368 0.193 -3.461  C89 1.432, C92 1.362
95 H -4.455 -1.371 -2.660  C88 1.092
96 H -3.180 -0.828 -3.769  C88 1.089
97 H -3.741 0.220 -2.462  C88 1.093
98 H -5.257 -0.602 -4.989  C89 1.095
99 H -4.215 1.541 -5.447  C90 1.089
100 H -4.423 2.102 -3.771  C90 1.094
101 C 6.734 4.889 5.042  C102 1.512, H108 1.091, H109 1.091, H110 1.092
102 C 6.851 3.868 3.933  C101 1.512, C103 1.503, O107 1.431, H111 1.095
103 C 6.075 2.603 4.170  C102 1.503, O104 1.430, H112 1.089, H113 1.094
104 O 6.807 1.654 3.391  C103 1.430, C105 1.365
105 C 8.095 2.101 3.344  O104 1.365, O106 1.191, O107 1.360
106 O 9.017 1.465 2.937  C105 1.191
107 O 8.188 3.368 3.829  C102 1.431, C105 1.360
108 H 7.559 5.602 4.996  C101 1.091
109 H 5.791 5.434 4.969  C101 1.091
110 H 6.780 4.415 6.024  C101 1.092
111 H 6.593 4.327 2.972  C102 1.095
112 H 5.042 2.671 3.831  C103 1.089
113 H 6.089 2.273 5.213  C103 1.094
114 C -10.835 1.578 -4.909  C115 1.513, H121 1.088, H122 1.091, H123 1.093
115 C -12.289 1.936 -5.125  C114 1.513, C116 1.502, O120 1.431, H124 1.095
116 C -12.825 1.565 -6.478  C115 1.502, O117 1.428, H125 1.090, H126 1.094
117 O -13.890 2.503 -6.646  C116 1.428, C118 1.364
118 C -13.553 3.607 -5.920  O117 1.364, O119 1.190, O120 1.363
119 O -14.121 4.650 -5.981  C118 1.190
120 O -12.477 3.355 -5.121  C115 1.431, C118 1.363
121 H -10.413 2.160 -4.092  C114 1.088
122 H -10.727 0.517 -4.679  C114 1.091
123 H -10.236 1.799 -5.795  C114 1.093
124 H -12.901 1.518 -4.319  C115 1.095
125 H -13.199 0.542 -6.518  C116 1.090
126 H -12.106 1.716 -7.288  C116 1.094
127 C 2.372 -8.413 4.523  C128 1.512, H134 1.091, H135 1.091, H136 1.093
128 C 0.923 -8.056 4.278  C127 1.512, C129 1.502, O133 1.434, H137 1.094
129 C 0.422 -8.407 2.906  C128 1.502, O130 1.431, H138 1.089, H139 1.094
130 O -0.641 -7.465 2.730  C129 1.431, C131 1.358
131 C -0.324 -6.378 3.481  O130 1.358, O132 1.196, O133 1.356
132 O -0.898 -5.330 3.423  C131 1.196
133 O 0.728 -6.635 4.298  C128 1.434, C131 1.356
134 H 2.772 -7.841 5.362  C127 1.091
135 H 2.478 -9.477 4.739  C127 1.091
136 H 2.992 -8.177 3.655  C127 1.093
137 H 0.294 -8.488 5.062  C128 1.094
138 H 0.051 -9.428 2.838  C129 1.089
139 H 1.160 -8.240 2.117  C129 1.094
140 C -4.152 7.113 3.574  C141 1.512, H147 1.091, H148 1.091, H149 1.093
141 C -3.206 8.228 3.186  C140 1.512, C142 1.503, O146 1.433, H150 1.095
142 C -3.656 9.040 2.004  C141 1.503, O143 1.429, H151 1.089, H152 1.094
143 O -2.416 9.530 1.491  C142 1.429, C144 1.360
144 C -1.465 8.618 1.831  O143 1.360, O145 1.193, O146 1.362
145 O -0.351 8.617 1.405  C144 1.193
146 O -1.957 7.707 2.716  C141 1.433, C144 1.362
147 H -3.636 6.364 4.177  C140 1.091
148 H -4.998 7.503 4.142  C140 1.091
149 H -4.540 6.598 2.692  C140 1.093
150 H -2.996 8.860 4.054  C141 1.095
151 H -4.313 9.863 2.280  C142 1.089
152 H -4.137 8.443 1.223  C142 1.094
153 C -9.491 -4.267 -5.843  C154 1.512, H160 1.091, H161 1.091, H162 1.093
154 C -10.543 -3.680 -6.758  C153 1.512, C155 1.503, O159 1.429, H163 1.095
155 C -10.272 -2.265 -7.187  C154 1.503, O156 1.428, H164 1.090, H165 1.094
156 O -11.586 -1.778 -7.461  C155 1.428, C157 1.368
157 C -12.437 -2.489 -6.661  O156 1.368, O158 1.191, O159 1.361
158 O -13.585 -2.222 -6.492  C157 1.191
159 O -11.794 -3.539 -6.081  C154 1.429, C157 1.361
160 H -9.891 -5.122 -5.295  C153 1.091
161 H -8.618 -4.588 -6.412  C153 1.091
162 H -9.164 -3.538 -5.097  C153 1.093
163 H -10.702 -4.340 -7.617  C154 1.095
164 H -9.644 -2.206 -8.075  C155 1.090
165 H -9.835 -1.646 -6.397  C155 1.094

As for the charge: +1. The HOMO energy is -11.286 eV. The LUMO energy comes out at -4.30 eV. Its HOMO-LUMO gap is 0.257 hartree.

Below is one molecule with the formula C5H11PS3 in a non-equilibrium geometry, with properties calculated with ωB97M-V/def2-TZVPD.

Bonds (Å) are listed after each position.
Geometry (Å):
1 C -1.338 0.577 2.445  C2 1.531, S8 1.832, H10 1.041, H11 1.032
2 C -1.543 1.972 1.849  C1 1.531, S9 1.884, H12 1.117, H13 1.056
3 C 1.490 -1.954 -0.926  C5 1.526, H14 1.008, H15 1.182, H16 1.092
4 C 0.337 -0.329 -2.498  C5 1.522, H17 1.044, H18 1.087, H19 1.085
5 C 0.360 -0.943 -1.105  C3 1.526, C4 1.522, P6 1.938, H20 1.201
6 P 0.640 0.500 0.159  C5 1.938, S7 2.149, S8 2.073, S9 2.135
7 S 2.633 1.300 0.130  P6 2.149
8 S 0.400 0.067 2.172  C1 1.832, P6 2.073
9 S -0.966 1.903 0.056  C2 1.884, P6 2.135
10 H -1.731 0.663 3.405  C1 1.041
11 H -1.949 -0.131 2.009  C1 1.032
12 H -2.656 2.056 1.840  C2 1.117
13 H -1.013 2.706 2.393  C2 1.056
14 H 1.368 -2.556 -1.725  C3 1.008
15 H 2.352 -1.146 -0.977  C3 1.182
16 H 1.337 -2.585 -0.048  C3 1.092
17 H 0.882 -0.980 -3.105  C4 1.044
18 H 0.769 0.660 -2.629  C4 1.087
19 H -0.710 -0.379 -2.779  C4 1.085
20 H -0.661 -1.400 -0.668  C5 1.201

As for the SMILES: CC(C)P1(=S)SCCS1. As for the charge: 0. The HOMO energy is -8.180 eV. The LUMO energy comes out at 0.36 eV. Its HOMO-LUMO gap is 0.314 hartree.

Below is a 3-piece molecular cluster, C11H33ClN2O2PSi overall in a non-equilibrium geometry, with properties calculated with ωB97M-V/def2-TZVPD.

Bonds (Å) are listed after each position.
Geometry (Å):
1 C -1.004 -0.370 0.840  Si2 1.965, H7 1.194, H8 1.180, H9 1.171
2 Si 0.254 -1.630 0.010  C1 1.965, C3 1.951, C4 1.965, P5 2.213
3 C 0.304 -3.331 0.964  Si2 1.951, H10 1.193, H11 1.171, H12 1.181
4 C -0.406 -1.829 -1.830  Si2 1.965, H13 1.174, H14 1.171, H15 1.193
5 P 2.327 -0.856 0.047  Si2 2.213, Cl6 2.141, H16 1.462, H17 1.468
6 Cl 2.471 0.675 -1.443  P5 2.141
7 H -2.078 -0.807 0.556  C1 1.194
8 H -0.910 0.652 0.257  C1 1.180
9 H -0.841 -0.267 1.995  C1 1.171
10 H 0.796 -3.088 2.024  C3 1.193
11 H -0.795 -3.692 1.145  C3 1.171
12 H 0.977 -4.142 0.430  C3 1.181
13 H -1.495 -2.257 -1.737  C4 1.174
14 H 0.312 -2.464 -2.502  C4 1.171
15 H -0.524 -0.707 -2.217  C4 1.193
16 H 3.207 -1.968 -0.306  P5 1.462
17 H 2.706 -0.352 1.374  P5 1.468
18 C -6.725 -3.445 1.304  C19 1.527, H24 1.093, H25 1.096, H26 1.094
19 C -5.647 -3.116 0.273  C18 1.527, C20 1.546, N23 1.470, H27 1.097
20 C -4.276 -3.757 0.586  C19 1.546, O21 1.430, H28 1.097, H29 1.096
21 O -3.545 -3.105 1.628  C20 1.430, C22 1.419
22 C -3.948 -3.466 2.940  O21 1.419, H30 1.094, H31 1.091, H32 1.091
23 N -5.541 -1.656 0.143  C19 1.470, H33 1.020, H34 1.024
24 H -6.617 -2.870 2.227  C18 1.093
25 H -7.717 -3.213 0.902  C18 1.096
26 H -6.713 -4.509 1.559  C18 1.094
27 H -5.987 -3.522 -0.687  C19 1.097
28 H -3.651 -3.668 -0.311  C20 1.097
29 H -4.369 -4.829 0.791  C20 1.096
30 H -4.255 -4.514 3.006  C22 1.094
31 H -4.748 -2.808 3.280  C22 1.091
32 H -3.098 -3.316 3.609  C22 1.091
33 H -4.896 -1.442 -0.618  N23 1.020
34 H -5.055 -1.309 0.975  N23 1.024
35 C 3.741 5.650 -0.361  C36 1.527, H41 1.093, H42 1.096, H43 1.094
36 C 4.082 4.178 -0.577  C35 1.527, C37 1.546, N40 1.470, H44 1.097
37 C 5.579 3.927 -0.873  C36 1.546, O38 1.430, H45 1.097, H46 1.096
38 O 5.981 4.264 -2.204  C37 1.430, C39 1.419
39 C 6.233 5.646 -2.406  O38 1.419, H47 1.094, H48 1.091, H49 1.091
40 N 3.226 3.641 -1.645  C36 1.470, H50 1.020, H51 1.024
41 H 3.697 6.216 -1.294  C35 1.093
42 H 2.758 5.746 0.113  C35 1.096
43 H 4.472 6.130 0.298  C35 1.094
44 H 3.840 3.651 0.354  C36 1.097
45 H 5.765 2.850 -0.775  C37 1.097
46 H 6.224 4.419 -0.137  C37 1.096
47 H 6.668 6.122 -1.522  C39 1.094
48 H 5.315 6.154 -2.704  C39 1.091
49 H 6.940 5.744 -3.231  C39 1.091
50 H 3.383 2.635 -1.716  N40 1.020
51 H 3.582 4.004 -2.534  N40 1.024

As for the charge: +1. The HOMO energy is -11.475 eV. The LUMO energy comes out at -5.16 eV. Its HOMO-LUMO gap is 0.232 hartree.

Below is a 2-piece molecular cluster, C2H3F3OS overall in a non-equilibrium geometry, with properties calculated with ωB97M-V/def2-TZVPD.

Bonds (Å) are listed after each position.
Geometry (Å):
1 C 0.955 0.790 -1.566  O3 1.392, H8 1.104, H9 1.090, H10 1.188
2 C -1.027 -0.819 1.405  F4 1.322, F5 1.311, F6 1.329, S7 1.829
3 O -0.003 0.651 -0.566  C1 1.392
4 F -1.691 -1.513 2.314  C2 1.322
5 F -1.720 0.293 1.376  C2 1.311
6 F -1.195 -1.501 0.276  C2 1.329
7 S 0.717 -0.558 1.889  C2 1.829
8 H 1.727 1.351 -1.011  C1 1.104
9 H 0.668 1.510 -2.332  C1 1.090
10 H 1.569 -0.204 -1.785  C1 1.188

As for the charge: 0. Its multiplicity is 3. The HOMO energy (alpha / beta) is -10.378 / -9.949 eV. The LUMO energy (alpha / beta) comes out at 0.61 / -2.65 eV. Its HOMO-LUMO gap (alpha / beta) is 0.404 / 0.268 hartree. The value obtained for the relative energy (zero: lowest compared OMol25 entry of this formula, charge and spin) is 0.00 kJ/mol.